Below is a 11-piece molecular cluster, BF4H20O10 overall, with properties calculated with wB97M-V/def2-TZVPD.

```
35
Properties=species:S:1:pos:R:3:nbo_charge:R:1
B -0.04225 0.22342 -0.50779 1.331
F -0.01355 -1.06222 -1.09953 -0.562
F -1.27693 0.80897 -0.75928 -0.554
F -0.04864 -0.01987 0.87648 -0.588
F 1.02209 0.97698 -0.69868 -0.539
O -2.57635 -0.72831 1.46426 -0.976
H -1.79630 -0.52234 0.94917 0.488
H -2.27483 -0.71389 2.37261 0.475
O 0.95697 -2.12895 2.14203 -0.989
H 0.58740 -1.25771 1.99852 0.485
H 0.98503 -2.52423 1.27072 0.479
O 1.39463 3.07057 0.68731 -0.961
H 1.13361 2.25196 0.26542 0.482
H 2.27908 3.23716 0.36136 0.451
O 2.38041 1.28536 -2.98768 -0.944
H 2.32597 1.63167 -2.09698 0.481
H 2.31660 2.05755 -3.54972 0.461
O -2.70821 2.78517 2.08204 -0.950
H -3.49273 2.39101 2.46337 0.465
H -2.30644 2.07888 1.57614 0.485
O -3.44653 -0.86481 -2.87352 -0.937
H -3.95074 -1.61878 -3.17935 0.458
H -3.32953 -1.01866 -1.93603 0.479
O -0.18963 -0.89594 -3.75902 -0.956
H 0.46415 -0.22361 -3.95081 0.468
H -0.62254 -0.58937 -2.96225 0.484
O -0.50207 0.48496 3.91450 -0.951
H 0.20251 0.69851 4.52623 0.468
H -0.41994 1.13558 3.21725 0.483
O 0.91819 -3.29797 -0.32585 -0.987
H 0.59722 -2.44091 -0.60627 0.497
H 0.73250 -3.87734 -1.06483 0.474
O 3.82591 -0.20291 0.89510 -0.952
H 3.23405 -0.01745 0.16604 0.471
H 3.64089 -1.11245 1.12903 0.480
```

Calculated values
HOMO energy: -7.371 eV
total charge: -1

Below is BF4InNO3 as an isolated structure, with properties calculated with wB97M-V/def2-TZVPD.

```
10
Properties=species:S:1:pos:R:3:nbo_charge:R:1
In 1.23442 1.72603 1.42261 1.170
N -0.75303 -1.40947 2.14013 0.693
O -0.32426 -1.07801 3.22915 -0.127
O -1.51131 -2.31260 1.98949 -0.052
O -0.31869 -0.78225 1.16106 -0.118
B 0.33781 0.74432 -2.03507 1.325
F -0.70120 1.05785 -1.11805 -0.454
F 0.14291 -0.50788 -2.51902 -0.436
F 0.35845 1.74543 -2.99925 -0.445
F 1.53490 0.81657 -1.27105 -0.555
```

Calculated values
HOMO energy: -15.852 eV
total charge: +1

Below is BF4Sn as an isolated structure, with properties calculated with wB97M-V/def2-TZVPD.

```
6
Properties=species:S:1:pos:R:3:nbo_charge:R:1
Sn 4.48944 -0.36803 -2.84657 1.571
B -0.89170 0.03243 0.57773 1.312
F -1.50584 -0.63100 -0.44165 -0.486
F 0.03675 0.91006 0.07616 -0.467
F -1.88537 0.86676 1.17649 -0.424
F -0.24327 -0.81021 1.45784 -0.506
```

Calculated values
HOMO energy: -13.179 eV
total charge: +1

Below is a 10-piece molecular cluster, BH22O9 overall, with properties calculated with wB97M-V/def2-TZVPD.

```
32
Properties=species:S:1:pos:R:3:nbo_charge:R:1
B -0.46541 0.31236 1.32758 -0.749
H -0.28737 1.25484 2.06868 -0.062
H -0.23316 -0.76868 1.85757 -0.055
H -1.65481 0.32353 0.92060 -0.087
H 0.26560 0.40104 0.42527 -0.037
O 2.74149 1.53778 1.78307 -0.957
H 2.86391 2.50422 1.68143 0.461
H 1.82621 1.28971 1.73597 0.495
O -4.05698 -0.72922 -0.41863 -0.975
H -3.73280 -1.42121 0.15067 0.485
H -3.73786 0.04942 0.03609 0.468
O -2.66875 -2.86890 0.60893 -0.956
H -3.11727 -3.49520 0.05474 0.462
H -1.96716 -2.50957 0.06666 0.503
O 2.63658 -1.64862 1.51836 -0.912
H 1.83313 -1.41584 1.92098 0.478
H 2.38870 -2.50932 1.22141 0.434
O -0.25552 -2.20987 -1.06540 -0.973
H 0.19207 -2.65824 -0.31912 0.473
H -0.21235 -1.26928 -0.84050 0.510
O 0.39116 3.50398 0.29140 -0.937
H -0.41112 3.76096 -0.12188 0.444
H 0.00129 3.03274 1.05881 0.491
O 3.00867 -0.03932 -0.70786 -0.959
H 2.92883 -1.03359 -0.85451 0.440
H 2.33261 0.33959 -1.29547 0.482
O -1.19652 1.26915 -1.91614 -0.949
H -1.42595 1.16515 -1.00716 0.504
H -1.39671 2.17775 -1.98822 0.456
O 1.46946 0.74245 -2.65141 -0.944
H 0.59799 1.02618 -2.48178 0.498
H 1.34203 -0.11401 -3.06016 0.467
```

Calculated values
HOMO energy: -6.269 eV
total charge: -1

Below is one molecule with the formula BH3OS, with properties calculated with wB97M-V/def2-TZVPD.

```
6
Properties=species:S:1:pos:R:3:nbo_charge:R:1
B -0.14594 0.26518 -0.08323 0.547
O -0.46903 1.53120 -0.02843 -0.869
S -0.24420 -0.37160 -1.78027 -0.265
H -0.04791 -0.28978 0.94389 -0.094
H -0.63156 1.97782 0.85323 0.511
H 0.71064 -1.43493 -1.88840 0.169
```

Calculated values
HOMO energy: -9.646 eV
SMILES: OBS

Below is one molecule with the formula BH4NO2, with properties calculated with wB97M-V/def2-TZVPD.

```
8
Properties=species:S:1:pos:R:3:nbo_charge:R:1
B 0.14845 -0.09346 -0.13445 1.170
N -0.94010 0.77974 0.28538 -1.106
O 0.27817 -0.65994 -1.34880 -0.910
O 1.00632 -0.23676 0.96372 -0.906
H -1.88948 0.60340 0.14446 0.383
H -0.77674 1.35185 1.08538 0.390
H 1.18486 -0.91082 -1.70406 0.507
H 1.90856 -0.33689 0.78378 0.473
```

Calculated values
HOMO energy: -9.646 eV
SMILES: NB(O)O

The records above give, respectively, maximum force values of 3.76, 1.35, 2.05, 2.57, 3.85, 2.89 eV Å⁻¹.